Entry 1:
Here is an isolated ion of composition C7H10 and charge -1 in a non-equilibrium geometry from the Open Molecules 2025 dataset. Energies are from wB97M-V/def2-TZVPD.

As for the spin multiplicity: 2. The LUMO energy (alpha / beta) is 4.070 / 4.057 eV. The expectation value of S² is 0.7789. The net charge is -1. The calculation puts the total energy at -7418.4572 eV.

Each line ends with the Löwdin charge.
CARTESIAN COORDINATES (ANGSTROEM)
C (-1.2700, -1.5979, 1.9090)  -0.303
C (-1.0698, -2.9106, 2.3213)  -0.144
C (-0.7254, 0.2243, 0.1876)  -0.201
C (-0.6909, -1.0636, 0.7183)  -0.244
C (1.7111, 2.2689, -2.1155)  -0.157
C (0.7243, 1.8034, -1.0405)  -0.249
C (0.3635, 0.5276, -0.7530)  -0.209
H (-1.8713, -0.9040, 2.4942)  0.067
H (-0.5223, -3.5213, 1.5993)  0.002
H (-1.4422, -3.3059, 3.2557)  -0.021
H (-1.5462, 0.9050, 0.4270)  0.073
H (-0.1773, -1.8740, 0.2025)  0.076
H (2.5081, 2.8949, -1.7240)  0.043
H (1.0925, 2.7792, -2.8711)  0.048
H (2.0619, 1.3500, -2.6033)  0.052
H (0.2531, 2.6059, -0.4583)  0.074
H (0.6009, -0.1820, -1.5492)  0.092

Entry 2:
Here is the molecule C7H10 in a non-equilibrium geometry from the Open Molecules 2025 dataset. Energies are from wB97M-V/def2-TZVPD.

The LUMO energy (alpha / beta) is -0.186 / -0.149 eV. The calculation puts the total energy at -7415.1037 eV.

Each line ends with the Löwdin charge.
CARTESIAN COORDINATES (ANGSTROEM)
C (0.0436, 0.5352, 0.2216)  -0.396
C (0.4143, 1.4854, -0.6997)  0.092
C (-2.2463, 0.0336, -0.5482)  -0.075
C (-1.3204, 0.3835, 0.6661)  -0.326
C (0.8738, -0.4567, 0.7640)  -0.070
C (-1.7957, -1.0100, 0.5267)  0.024
C (2.2333, -0.7376, 0.1220)  -0.097
H (1.2569, 1.2897, -1.3091)  0.041
H (-0.0099, 2.4748, -0.7918)  0.069
H (-3.2247, 0.3951, -0.3275)  0.074
H (-1.8070, -0.0900, -1.5584)  0.110
H (-1.5580, 1.0931, 1.4487)  0.142
H (0.4032, -1.0376, 1.5862)  0.119
H (-1.0107, -1.7441, 0.2354)  0.084
H (2.7975, -1.4911, 0.6804)  0.065
H (2.8905, 0.0953, -0.1867)  0.076
H (2.0596, -1.2185, -0.8297)  0.068

Entry 3:
Here is the molecule C7H10 from the Open Molecules 2025 dataset. Energies are from wB97M-V/def2-TZVPD.

The LUMO energy (alpha / beta) is 0.761 / 0.816 eV. The calculation puts the total energy at -7416.0255 eV.

Each line ends with the Löwdin charge.
CARTESIAN COORDINATES (ANGSTROEM)
C (0.4618, 1.1762, -1.7355)  -0.060
C (0.4113, 0.3538, -0.5011)  -0.262
C (0.9022, 0.7004, 0.9011)  -0.105
C (0.6023, -0.7603, 1.2629)  -0.221
C (-0.8212, -1.1178, 0.9114)  -0.222
C (-1.8300, -0.2598, 0.3616)  0.022
C (0.4567, -1.0613, -0.2118)  -0.104
H (0.1048, 2.1963, -1.5305)  0.084
H (1.5009, 1.2706, -2.1065)  0.084
H (-0.1385, 0.7457, -2.5491)  0.079
H (0.4121, 1.5036, 1.4680)  0.113
H (1.9981, 0.8357, 0.9214)  0.122
H (1.1261, -1.3647, 2.0033)  0.135
H (-1.1309, -2.0498, 1.4166)  0.121
H (-2.7843, -0.1673, 0.8943)  0.046
H (-1.8793, -0.0344, -0.6938)  0.037
H (0.6122, -1.9537, -0.8114)  0.131